# 1
The following is a quantum chemistry calculation of a 12-piece molecular cluster, H24O12 overall in a non-equilibrium geometry, from OMol25.

Structure (XYZ):
```
36
Properties=species:S:1:pos:R:3:lowdin_charge:R:1
O 3.00 0.24 3.79 -0.0435
O -0.45 -0.45 -0.01 -0.1134
O -4.30 1.37 -0.55 -0.0675
O 0.93 -2.74 0.09 -0.0594
O -2.28 -0.60 1.23 -0.1274
O 2.61 -0.60 0.13 -0.0484
O 3.19 0.22 -3.27 -0.0452
O -0.59 3.27 2.28 -0.0327
O -1.24 1.92 -1.33 -0.0261
O -2.00 -2.41 0.57 -0.1588
O -1.34 -2.51 -1.40 -0.1425
O 1.26 2.99 -2.05 -0.0607
H -1.06 -2.22 0.64 0.0046
H -0.44 -2.51 -0.89 0.0440
H -1.29 -3.21 -2.10 0.0808
H 2.36 0.90 3.77 -0.0196
H -2.69 -1.16 1.93 0.0961
H -0.82 0.36 0.35 0.0169
H 1.86 -2.94 -0.22 0.1072
H 1.04 -1.94 0.57 0.0017
H 1.73 3.18 -1.22 0.0436
H -4.47 1.26 -1.47 0.0116
H 0.57 -0.26 0.04 0.0971
H 2.76 0.29 -4.10 0.0200
H 2.63 -0.34 4.51 0.0704
H 3.02 -1.24 0.77 0.0857
H -3.57 0.72 -0.32 0.0478
H -1.44 -0.35 1.66 0.0472
H 0.14 3.84 2.57 0.0491
H 2.81 -0.57 -2.84 0.0332
H -1.88 2.47 -1.72 0.0290
H 3.21 -0.73 -0.61 0.0448
H 0.65 2.30 -1.87 -0.0394
H -0.19 2.78 1.60 -0.0170
H -2.05 -3.11 -0.10 0.0343
H -1.68 1.76 -0.47 0.0365
```

Calculated values
SMILES = O.O.O.O.O.O.O.O.O.O.O.O
M = 216.18 g/mol
E = -24954.5276 eV
Energy above the lowest of the compared OMol25 structures with the same formula, charge and spin = 165.3 kcal/mol
HOMO-LUMO gap = 0.2969 Eh
HOMO = -8.576 eV



# 2
The following is a quantum chemistry calculation of H24O12 as an isolated structure in a non-equilibrium geometry, from OMol25.

Structure (XYZ):
```
36
Properties=species:S:1:pos:R:3:lowdin_charge:R:1
O 0.41 0.37 -3.61 -0.0409
O 3.04 0.33 -2.65 -0.0369
O -0.42 0.85 0.27 -0.0309
O -2.90 -0.99 4.80 -0.0509
O -4.33 1.78 -1.36 -0.1130
O 1.65 -1.63 1.28 -0.0583
O -3.96 0.40 -2.31 -0.1276
O -0.68 -2.71 1.66 -0.0382
O 4.50 0.60 1.94 -0.0627
O 2.09 -3.90 -1.15 -0.0520
O 1.67 3.64 -1.87 -0.0547
O 0.46 2.78 1.93 -0.0707
H -0.17 3.34 2.40 0.0318
H 0.05 0.05 0.01 0.0361
H -4.16 2.48 -1.99 0.0657
H 0.57 0.39 -2.66 0.0069
H 1.11 2.85 -1.80 0.0112
H 1.40 -1.99 0.42 0.0074
H -0.86 -3.07 2.54 0.0629
H 3.26 0.39 -1.72 0.0488
H -3.04 0.17 -2.13 0.0567
H 2.62 -4.39 -0.51 0.0451
H 2.15 -0.05 -2.65 -0.0238
H 3.63 0.20 2.02 0.0124
H -1.00 -1.81 1.70 0.0401
H 4.87 0.56 2.82 0.0317
H -5.28 1.66 -1.38 0.0649
H -1.33 0.55 0.39 0.0620
H -3.23 -1.64 5.43 0.0401
H -0.09 2.13 1.48 -0.0313
H 1.32 4.24 -1.21 0.0338
H 1.19 -4.18 -0.98 0.0345
H 1.08 -0.25 -3.94 0.0423
H 0.84 -1.66 1.80 -0.0069
H -2.32 -1.50 4.22 0.0106
H -4.14 0.01 -3.17 0.0541
```

Calculated values
M = 216.18 g/mol
E = -24954.6872 eV
Energy above the lowest of the compared OMol25 structures with the same formula, charge and spin = 161.6 kcal/mol
HOMO-LUMO gap = 0.2642 Eh
HOMO = -7.916 eV



# 3
The following is a quantum chemistry calculation of a 12-piece molecular cluster, H24O12 overall in a non-equilibrium geometry, from OMol25.

Structure (XYZ):
```
36
Properties=species:S:1:pos:R:3:lowdin_charge:R:1
O -0.34 -0.20 -0.29 -0.0501
O -1.88 -3.20 0.91 -0.0646
O 2.33 1.56 1.39 -0.0532
O -0.69 2.91 0.49 -0.0402
O 2.45 -0.93 -0.17 -0.0466
O -1.70 1.13 2.50 -0.0930
O 1.95 1.77 -2.36 -0.0727
O 0.77 -3.42 1.81 -0.0935
O -1.17 1.90 -2.05 -0.0754
O 0.38 -0.77 2.98 -0.0608
O 0.07 -0.27 -3.52 -0.0668
O -2.99 -1.14 -0.76 -0.0667
H 0.59 -1.72 2.84 0.0176
H -2.05 2.07 -2.40 0.0707
H -1.25 1.66 1.82 -0.0241
H -0.21 0.67 -0.67 -0.0061
H -2.18 -0.59 -0.77 0.0095
H 0.55 -0.50 -0.03 0.0257
H -0.45 0.01 -4.28 0.0494
H 2.62 -1.12 0.76 0.0597
H -2.51 -2.86 1.56 0.0669
H -0.37 0.13 -2.75 -0.0126
H -1.07 3.75 0.79 0.0959
H 0.23 3.12 0.24 0.0740
H -3.24 -1.27 -1.69 0.0472
H 2.43 2.47 1.07 0.0377
H -0.97 0.59 2.87 -0.0041
H 2.54 1.03 -2.56 0.0337
H -0.19 -3.36 1.50 0.0221
H 3.05 -1.51 -0.66 0.0722
H -1.80 -2.45 0.26 0.0361
H 2.76 1.02 0.71 0.0118
H -1.18 2.22 -1.10 0.0335
H 1.22 -3.78 1.04 0.0368
H 1.06 1.41 -2.59 -0.0106
H 1.24 -0.34 3.08 0.0407
```

Calculated values
SMILES = O.O.O.O.O.O.O.O.O.O.O.O
M = 216.18 g/mol
E = -24960.5999 eV
Energy above the lowest of the compared OMol25 structures with the same formula, charge and spin = 25.2 kcal/mol
HOMO-LUMO gap = 0.3582 Eh
HOMO = -9.872 eV



# 4
The following is a quantum chemistry calculation of a 12-piece molecular cluster, H24O12 overall, from OMol25.

Structure (XYZ):
```
36
Properties=species:S:1:pos:R:3:lowdin_charge:R:1
O 1.33 2.74 0.29 -0.0537
O 1.65 -3.83 -2.29 -0.0602
O -1.25 -3.29 2.25 -0.0543
O -0.91 1.36 -4.05 -0.0379
O -0.30 0.96 -1.35 -0.0618
O 0.12 -0.17 1.02 -0.0645
O 2.31 1.76 -3.29 -0.0246
O -2.35 -3.12 -1.62 -0.0546
O -2.39 3.09 1.78 -0.0548
O -3.27 0.22 5.09 -0.0561
O 4.11 2.28 -0.50 -0.0663
O 1.64 -2.19 2.10 -0.0693
H -0.98 0.47 -3.66 0.0502
H -0.43 -0.66 1.65 0.0225
H 4.41 1.83 0.30 0.0258
H -2.98 1.14 5.11 0.0282
H 0.54 3.24 0.52 0.0428
H 2.40 1.54 -4.22 0.0465
H 1.48 2.18 1.06 0.0425
H 1.43 -2.92 -2.08 0.0270
H -3.19 -2.96 -2.05 0.0346
H -1.71 -4.13 2.11 0.0415
H -2.48 3.97 2.18 0.0395
H 2.61 -3.86 -2.23 0.0323
H 1.72 -3.15 2.10 0.0352
H -0.36 1.48 -2.16 -0.0045
H -2.16 2.52 2.52 0.0240
H -1.44 -3.08 3.17 0.0375
H 1.37 1.99 -3.19 -0.0047
H 2.45 -1.88 1.67 0.0367
H 0.03 1.55 -4.03 0.0054
H 3.19 2.50 -0.32 -0.0188
H -3.32 0.01 4.15 0.0282
H -2.07 -2.24 -1.33 0.0203
H -0.11 -0.56 0.17 0.0137
H -1.10 1.19 -0.86 0.0519
```

Calculated values
SMILES = O.O.O.O.O.O.O.O.O.O.O.O
M = 216.18 g/mol
E = -24958.4459 eV
Energy above the lowest of the compared OMol25 structures with the same formula, charge and spin = 74.9 kcal/mol
HOMO-LUMO gap = 0.3798 Eh
HOMO = -10.494 eV



What is the formula in the fourth record?
H24O12



Number 3 is which compound?
H24O12